40
Properties=species:S:1:pos:R:3:nbo_charge:R:1 method="wB97M-V/def2-TZVPD" total_charge=-1 homo_lumo_gap_ev=9.864 e_homo_ha=-0.273 lumo_energy_ev=2.44 molar_mass_g_mol=278.18 e_above_lowest_kj_mol=47.1 energy_ev=-32592.258
N 0.4978 -0.0512 -0.1450 0.761
O 0.1109 0.8144 -0.9167 -0.581
O 1.6604 -0.4732 -0.3627 -0.557
O -0.1477 -0.5511 0.7653 -0.518
O 1.5011 3.0346 1.3024 -0.965
H 1.6364 3.9274 1.6198 0.477
H 1.1998 3.1436 0.4004 0.504
O 3.4614 1.0173 1.3260 -0.978
H 2.8604 1.7498 1.1898 0.479
H 3.0390 0.2764 0.8915 0.479
O -1.3392 -2.8990 1.1831 -0.973
H -0.9110 -2.0864 0.9136 0.485
H -1.9120 -3.1231 0.4497 0.488
O 1.2283 -1.6329 3.3860 -0.937
H 0.7413 -1.7633 4.1996 0.459
H 0.6959 -2.0620 2.7162 0.479
O 2.2509 1.0185 -3.0179 -0.952
H 1.9367 0.5094 -2.2707 0.493
H 1.4559 1.3611 -3.4263 0.450
O -0.6926 -1.6328 -3.5095 -0.931
H -0.6589 -0.6916 -3.3388 0.470
H -0.2735 -1.7369 -4.3638 0.460
O -3.1962 -1.3576 2.6509 -0.961
H -2.4828 -1.7568 2.1529 0.486
H -3.2510 -1.8791 3.4517 0.452
O -2.1327 1.0107 -2.1231 -0.982
H -1.2233 1.0792 -1.8323 0.482
H -2.5946 1.6870 -1.6276 0.471
O -0.3955 1.4623 2.7403 -0.975
H -0.1424 0.6840 2.2440 0.479
H 0.1736 2.1556 2.4062 0.475
O 1.3132 -3.1791 -0.5575 -0.959
H 1.6563 -2.3004 -0.3953 0.485
H 1.7570 -3.4666 -1.3555 0.455
O -3.1628 -1.0903 -0.4803 -0.966
H -3.0396 -0.7481 -1.3658 0.485
H -2.4471 -0.7069 0.0268 0.474
O 0.6401 3.5580 -1.6256 -0.950
H -0.1782 4.0519 -1.5744 0.465
H 0.3646 2.6469 -1.7271 0.489